--- w ---
ORCA calculation (ωB97M-V with the def2-TZVPD basis set) on the molecule C3H6N2S.

The geometry in XYZ format:
```
12
Properties=species:S:1:pos:R:3:lowdin_charge:R:1
C 1.8710 2.2818 1.4011 -0.097
N 0.5664 1.7639 1.0921 -0.161
N 0.6604 0.6595 0.5126 -0.021
C -0.4307 -0.0806 0.3456 -0.212
C -0.2088 -1.2106 -0.5746 -0.684
S -1.3612 -1.9167 -1.5161 0.555
H 2.2680 1.5763 2.1419 0.075
H 2.7582 2.0827 0.8093 0.087
H 1.6215 3.1939 1.9134 0.076
H -0.3841 2.3711 1.3487 0.238
H -1.2711 0.3833 0.6047 0.050
H 0.8101 -1.8470 -0.8258 0.094
```

Values from the calculation:
SMILES string = CN/N=C/C=S
Molar mass = 102.16 Da
Frontier orbital gap = 7.912 eV

---

--- x ---
ORCA calculation (ωB97M-V with the def2-TZVPD basis set) on a cluster of 2 separate species, C3H6N2S in total.

The geometry in XYZ format:
```
12
Properties=species:S:1:pos:R:3:lowdin_charge:R:1
C 0.5861 -0.5551 0.3307 -0.265
C 1.2700 -1.4867 -0.4831 -0.086
C -1.3897 1.0194 0.5345 -0.268
H 0.4957 1.7502 -2.0904 -0.082
H 0.5260 -0.5035 1.4647 0.103
H 2.0148 -2.0856 0.2104 0.052
H 1.1527 -2.0416 -1.8461 0.188
H -1.9299 1.9155 0.1839 0.112
H -0.5226 0.3912 2.1069 -0.002
N -0.4838 0.1881 -0.2749 -0.527
N -1.3787 0.8477 1.8127 0.062
S -0.3406 0.5605 -1.9494 0.711
```

Values from the calculation:
Molar mass = 102.16 Da
Frontier orbital gap = 9.187 eV

---

Which of them is most stable? Easy: w.

---

--- w ---
ORCA calculation (ωB97M-V with the def2-TZVPD basis set) on the molecule C3H6N2S.

The geometry in XYZ format:
```
12
Properties=species:S:1:pos:R:3:lowdin_charge:R:1
N -0.2951 2.2291 -2.3845 0.133
C -0.5939 1.3639 -1.6775 -0.247
C -1.1881 0.2606 -0.7590 -0.545
S -0.8972 -1.4415 -1.5260 0.686
C -0.3539 0.2518 0.6245 -0.333
N 1.0804 0.2123 0.6840 -0.003
H -2.2173 0.4374 -0.6062 0.074
H -1.9140 -1.3482 -2.4789 -0.112
H -0.6500 1.1043 1.0115 0.045
H -0.6158 -0.5738 1.3636 0.140
H 1.5009 -0.6704 0.5202 0.049
H 1.5549 1.0150 0.1660 0.112
```

Values from the calculation:
SMILES string = N#C[C@@H](S)CN
Molar mass = 102.16 Da
Frontier orbital gap = 10.251 eV

---

--- x ---
ORCA calculation (ωB97M-V with the def2-TZVPD basis set) on the molecule C3H6N2S.

The geometry in XYZ format:
```
12
Properties=species:S:1:pos:R:3:lowdin_charge:R:1
N 0.8125 0.9712 1.5226 0.001
C 1.2296 0.0225 0.4612 -0.310
C 1.3982 0.6329 -0.9342 -0.243
N 0.0943 0.2842 -1.3594 -0.080
C -0.2346 -0.5038 -0.2021 -0.823
S -1.6916 -0.8976 0.2645 0.656
H 1.5105 1.6280 1.8034 0.044
H -0.1202 1.4585 1.0313 0.151
H 1.8275 -0.8880 0.8181 0.148
H 1.9693 0.2057 -1.8656 0.138
H 1.4647 1.8175 -0.7539 0.139
H -0.2923 0.4419 -2.3571 0.178
```

Values from the calculation:
SMILES string = N[C@@H]1CNC1=S
Molar mass = 102.16 Da
Frontier orbital gap = 9.041 eV

---

Which of them is most stable? Easy: w.

---

--- w ---
ORCA calculation (ωB97M-V with the def2-TZVPD basis set) on the molecule CH3NO2S.

The geometry in XYZ format:
```
8
Properties=species:S:1:pos:R:3:lowdin_charge:R:1
O 0.5366 -1.0428 0.5928 -0.023
N -0.2922 -0.2396 -0.1835 -0.100
O 0.4009 0.9951 -0.4709 -0.151
C 0.1655 1.8483 0.5713 -0.732
S 0.3148 3.4461 0.4905 0.701
H 0.9067 -1.7974 0.1172 0.101
H -0.5444 -0.4678 -1.1994 0.171
H -0.0489 1.4379 1.4975 0.033
```

Values from the calculation:
SMILES string = ONOC=S
Molar mass = 93.11 Da
Frontier orbital gap = 9.235 eV

---

--- x ---
ORCA calculation (ωB97M-V with the def2-TZVPD basis set) on the molecule CH3NO2S.

The geometry in XYZ format:
```
8
Properties=species:S:1:pos:R:3:lowdin_charge:R:1
O -0.4748 1.8674 -0.3422 -0.309
S -0.2676 0.7419 0.5176 0.670
O -0.5160 0.9018 1.9281 -0.295
C 0.7807 -0.4370 -0.1891 -0.215
N -0.7633 -0.8240 -0.1554 -0.106
H 1.3714 -1.2382 0.3232 0.103
H 1.2613 -0.1943 -1.1291 0.082
H -1.3916 -0.8176 -0.9531 0.069
```

Values from the calculation:
SMILES string = O=S1(=O)CN1
Molar mass = 93.11 Da
Frontier orbital gap = 11.239 eV

---

--- y ---
ORCA calculation (ωB97M-V with the def2-TZVPD basis set) on the molecule CH3NO2S.

The geometry in XYZ format:
```
8
Properties=species:S:1:pos:R:3:lowdin_charge:R:1
O -0.9396 -1.5754 0.1917 -0.006
N -0.2992 -1.2909 -0.8017 -0.099
C 0.5326 -0.1530 -0.7750 -0.477
S 0.7458 0.8634 0.7643 0.851
O -0.7705 1.3571 1.2259 -0.476
H 1.5398 -0.5263 -0.9837 0.088
H 0.2398 0.4729 -1.6174 0.088
H -1.0487 0.8521 1.9958 0.031
```

Values from the calculation:
SMILES string = O=NCSO
Molar mass = 93.11 Da
Frontier orbital gap = 8.910 eV

---

--- z ---
ORCA calculation (ωB97M-V with the def2-TZVPD basis set) on a structure of composition CH3NO2S.

The geometry in XYZ format:
```
8
Properties=species:S:1:pos:R:3:lowdin_charge:R:1
C -0.1336 -0.0237 -0.5534 -0.444
N -2.9018 0.7349 1.2337 -0.435
O -3.9940 0.4179 0.8826 -0.003
O -2.5349 1.5266 2.0304 0.087
S -1.7206 -0.7670 -0.0925 0.767
H -0.2733 0.9159 -0.7455 -0.042
H 0.1090 -0.4445 -1.5258 0.038
H 0.6073 -0.4098 0.1418 0.033
```

Values from the calculation:
Molar mass = 93.11 Da
Frontier orbital gap (alpha / beta) = 7.809 / 7.791 eV

---

Which of them is most stable? Easy: x.

---

--- w ---
ORCA calculation (ωB97M-V with the def2-TZVPD basis set) on the molecule CH3NO2S.

The geometry in XYZ format:
```
8
Properties=species:S:1:pos:R:3:lowdin_charge:R:1
O 0.0298 1.1838 -1.5467 0.083
N -0.3109 0.8401 -0.4348 -0.462
O -1.2358 1.2522 0.2569 0.053
C 0.6242 -0.1319 0.2025 -0.417
S -0.2250 -1.7909 0.3321 0.706
H 1.4377 -0.3547 -0.5212 0.086
H 1.1180 0.2119 1.0598 0.067
H -1.4380 -1.2105 0.6515 -0.115
```

Values from the calculation:
SMILES string = O=[N+]([O-])CS
Molar mass = 93.11 Da
Frontier orbital gap = 9.763 eV

---

--- x ---
ORCA calculation (ωB97M-V with the def2-TZVPD basis set) on a cluster of 2 separate species, CH3NO2S in total.

The geometry in XYZ format:
```
8
Properties=species:S:1:pos:R:3:lowdin_charge:R:1
C -0.5758 -0.7686 0.0598 0.143
N -1.3259 0.3537 0.2217 -0.497
O -1.6806 0.6922 1.3459 0.062
O -1.6929 0.9416 -0.7818 0.062
S 2.3082 0.6446 -0.7508 0.318
H -0.2565 -1.1249 1.0197 0.075
H -0.3373 -1.2835 -0.9271 0.115
H 3.5608 0.5449 -0.1874 -0.280
```

Values from the calculation:
Molar mass = 93.11 Da
Frontier orbital gap (alpha / beta) = 4.904 / 4.898 eV

---

--- y ---
ORCA calculation (ωB97M-V with the def2-TZVPD basis set) on a cluster of 2 separate species, CH3NO2S in total.

The geometry in XYZ format:
```
8
Properties=species:S:1:pos:R:3:lowdin_charge:R:1
C 1.2379 -0.0457 -0.0126 -0.071
N -0.1293 0.3939 0.2410 -0.185
O -0.3297 1.5857 0.0975 -0.059
H 1.7265 0.0040 0.9653 0.095
H 1.7415 0.6692 -0.6717 0.087
H 1.2625 -1.0609 -0.3807 0.079
O -2.7209 -1.5000 -0.2468 -0.686
S -2.7886 -0.0461 0.0081 0.741
```

Values from the calculation:
SMILES string = CN=O.O=S
Molar mass = 93.11 Da
Frontier orbital gap (alpha / beta) = 7.654 / 7.681 eV

---

--- z ---
ORCA calculation (ωB97M-V with the def2-TZVPD basis set) on a cluster of 2 separate species, CH3NO2S in total.

The geometry in XYZ format:
```
8
Properties=species:S:1:pos:R:3:lowdin_charge:R:1
C -2.1284 -2.3773 0.5768 0.017
N 0.8318 0.5173 -1.0058 -0.363
O -2.2313 -1.6602 -0.3270 -0.061
O 0.6625 1.2359 1.5343 -0.438
S -0.1246 0.5371 0.3004 0.794
H 1.1973 0.8130 2.1427 -0.006
H 1.0852 1.2351 -1.6193 0.015
H 0.7074 -0.3010 -1.6021 0.040
```

Values from the calculation:
Molar mass = 93.11 Da
Frontier orbital gap = 8.921 eV

---

Which of them is most stable? Easy: z.